[1]
DFT (wB97M-V/def2-TZVPD) results for a 2-piece molecular cluster, C2HFO3 overall in a non-equilibrium geometry.

Each line ends with the natural charge from an NBO analysis.
Element x y z (Å)
O1 0.94 -0.05 2.62  -0.49
C1 0.76 0.46 1.59  1.05
O2 0.55 0.76 0.49  -0.55
O3 0.13 -0.81 -2.01  -0.52
C2 -0.53 -0.22 -1.21  0.73
F1 -1.17 -0.91 -0.22  -0.35
H1 -0.69 0.77 -1.26  0.13

SMILES = O=C=O.O=CF
Maximum force = 4.87 eV/Å
ΔE to the lowest compared entry with this formula, charge and spin = 49.6 kJ/mol
HOMO level = -11.61 eV
E = -402.4132 Ha
M = 92.025 g/mol
Orbital gap = 11.96 eV
E_LUMO = 0.341 eV

=====

[2]
DFT (wB97M-V/def2-TZVPD) results for C2HGaO3 as an isolated structure in a non-equilibrium geometry.

Each line ends with the natural charge from an NBO analysis.
Element x y z (Å)
O1 -1.17 0.46 -1.17  -0.33
O2 0.62 -1.40 0.20  -0.56
O3 -0.42 0.98 0.80  -0.72
C1 -0.63 -1.39 0.30  0.84
C2 -1.11 0.11 -0.01  0.68
Ga1 1.61 0.26 -0.24  1.50
H1 -0.80 1.87 0.70  0.59

Maximum force = 6.55 eV/Å
ΔE to the lowest compared entry with this formula, charge and spin = 43.2 kJ/mol
Charge = +2
HOMO level (spin up / spin down) = -21.95 / -22.68 eV
E = -2226.3486 Ha
M = 142.750 g/mol
Orbital gap (spin up / spin down) = 6.22 / 8.43 eV
E_LUMO (spin up / spin down) = -15.730 / -14.256 eV

=====

[3]
DFT (wB97M-V/def2-TZVPD) results for C2HGaO3 as an isolated structure in a non-equilibrium geometry.

Each line ends with the natural charge from an NBO analysis.
Element x y z (Å)
O1 1.22 -1.20 -0.22  -0.39
O2 -0.71 1.16 1.30  -0.62
O3 -0.31 -0.08 -0.94  -0.79
C1 0.33 0.46 1.39  0.83
C2 0.68 -0.06 -0.08  0.67
Ga1 -1.56 1.15 -0.37  1.69
H1 0.36 -1.44 -1.09  0.61

Maximum force = 6.14 eV/Å
ΔE to the lowest compared entry with this formula, charge and spin = 142.9 kJ/mol
Charge = +2
HOMO level (spin up / spin down) = -21.76 / -23.26 eV
E = -2226.3107 Ha
M = 142.750 g/mol
Orbital gap (spin up / spin down) = 7.21 / 8.99 eV
E_LUMO (spin up / spin down) = -14.547 / -14.272 eV